(1)
Formula: C4H10NOP
Source: the OMol25 dataset
Level of theory: the ωB97M-V functional and the def2-TZVPD basis

The geometry in XYZ format:
```
17
C4H10NOP (the ωB97M-V functional and the def2-TZVPD basis)
H 2.947 1.970 1.524
N 2.635 0.999 1.195
C 1.541 0.938 0.515
C 0.866 2.251 0.065
O 0.811 -0.209 0.258
P -0.715 -0.700 -0.976
C -0.244 -2.415 -0.727
C -2.169 -0.502 0.130
H 0.988 2.418 -1.059
H -0.225 1.995 -0.016
H 1.139 2.976 0.744
H -0.020 -2.929 0.210
H 0.683 -2.373 -1.384
H -0.761 -2.993 -1.425
H -2.422 0.556 0.479
H -1.975 -1.157 0.945
H -3.079 -0.823 -0.480
```

E_HOMO ... -0.33138 Ha
2S+1 ... 1
SMILES ... [H]/N=C(\C)OP(C)C
Kohn-Sham gap ... 9.37 eV
Net charge ... 0


(2)
Formula: C4H10NOS
Source: the OMol25 dataset
Level of theory: the ωB97M-V functional and the def2-TZVPD basis

The geometry in XYZ format:
```
17
C4H10NOS (the ωB97M-V functional and the def2-TZVPD basis)
C 1.465 1.521 -2.137
N 0.172 1.206 -1.531
C 0.240 0.341 -0.325
C 0.411 -1.109 -0.767
O 0.750 -2.000 0.309
C -1.026 0.577 0.486
S -1.047 -0.162 2.157
H 1.870 0.706 -2.763
H 1.316 2.345 -2.844
H 2.169 1.840 -1.387
H -0.389 0.753 -2.240
H 1.139 0.639 0.215
H -0.510 -1.507 -1.198
H 1.272 -1.226 -1.435
H 0.307 -1.651 1.123
H -1.859 0.218 -0.117
H -1.182 1.656 0.539
```

E_HOMO ... -0.09732 Ha
2S+1 ... 1
SMILES ... CN[C@H](CO)C[S-]
Kohn-Sham gap ... 6.30 eV
Net charge ... -1


(3)
Formula: C4H10NOS
Source: the OMol25 dataset
Level of theory: the ωB97M-V functional and the def2-TZVPD basis

The geometry in XYZ format:
```
17
C4H10NOS (the ωB97M-V functional and the def2-TZVPD basis)
C 2.754 0.462 0.034
O 1.509 -0.154 -0.359
C 0.443 0.124 0.528
N -0.448 -1.030 0.166
C -1.853 -0.506 0.193
C -1.864 0.788 -0.588
S -0.439 1.728 0.180
H 3.389 -0.090 -0.616
H 3.151 0.190 1.040
H 2.888 1.411 -0.227
H 0.742 0.071 1.528
H -0.238 -1.869 0.707
H -0.134 -1.167 -0.812
H -2.114 -0.216 1.255
H -2.634 -1.311 -0.042
H -1.664 0.677 -1.662
H -2.832 1.549 -0.576
```

E_HOMO ... -0.49738 Ha
2S+1 ... 1
SMILES ... CO[C@@H]1[NH2+]CCS1
Kohn-Sham gap ... 10.22 eV
Net charge ... +1


(4)
Formula: C4H10NP3
Source: the OMol25 dataset
Level of theory: the ωB97M-V functional and the def2-TZVPD basis

The geometry in XYZ format:
```
18
C4H10NP3 (the ωB97M-V functional and the def2-TZVPD basis)
C -1.164 0.301 -0.064
C 1.314 -0.246 0.455
C -1.517 -1.017 0.506
C 0.229 0.387 -0.394
N 2.149 -0.843 -0.237
P -2.277 1.544 -0.163
P 1.158 0.085 2.385
P 0.698 0.183 -2.090
H -2.602 -0.900 0.632
H -0.921 -1.363 1.339
H -1.264 -1.782 -0.310
H 0.570 1.852 -0.043
H 2.913 -1.368 0.012
H -1.257 2.289 -0.593
H 1.150 1.450 2.307
H 2.529 0.069 2.759
H -0.414 0.923 -2.527
H 0.229 -1.059 -2.363
```

E_HOMO ... -0.30632 Ha
2S+1 ... 1
Kohn-Sham gap ... 8.28 eV
Net charge ... 0